{"formula": "C10H10", "method": "ωB97M-V/def2-TZVPD", "species": ["C", "C", "C", "C", "C", "C", "C", "C", "C", "C", "H", "H", "H", "H", "H", "H", "H", "H", "H", "H"], "xyz": [[0.1570, -2.6602, 0.2361], [-1.0642, -2.2023, 0.4933], [0.0782, 0.6654, -1.3501], [1.2600, 0.6449, -0.3816], [-1.1949, 1.2067, -0.6976], [1.0998, -1.7515, 0.1507], [1.0062, -0.3268, 0.7841], [-1.5152, 0.4711, 0.5886], [-0.3341, -0.0843, 1.3804], [-1.3329, -0.9621, 0.6151], [0.3281, 1.2914, -2.2095], [-0.1006, -0.3493, -1.7108], [2.1642, 0.3542, -0.9188], [1.4191, 1.6465, 0.0257], [-1.0654, 2.2676, -0.4628], [-2.0332, 1.1170, -1.3934], [2.0573, -1.9363, -0.3211], [1.7911, -0.2266, 1.5363], [-2.3131, 0.9171, 1.1752], [-0.4073, -0.0824, 2.4602]], "forces_ev_per_angstrom": [[-1.40, -0.19, 0.08], [1.32, -0.08, -0.41], [0.05, 0.21, 0.06], [0.00, 0.02, -0.04], [0.00, -0.10, -0.14], [2.56, -0.67, 0.25], [0.05, -0.04, -0.42], [0.02, 0.32, -0.21], [-0.22, -0.23, 0.10], [-2.30, 0.86, 1.00], [-0.03, -0.09, -0.03], [-0.01, -0.05, -0.11], [0.06, 0.02, 0.03], [0.05, 0.04, -0.03], [-0.04, -0.01, 0.00], [0.00, 0.07, 0.06], [0.12, 0.13, -0.27], [-0.10, -0.01, -0.02], [0.03, -0.13, 0.11], [-0.17, -0.04, -0.01]], "mulliken_charge": [-0.25, -0.01, -0.80, -1.03, -0.76, -0.68, 0.11, -0.34, -0.36, 0.21, 0.40, 0.34, 0.44, 0.39, 0.36, 0.36, 0.32, 0.49, 0.45, 0.34], "smiles": "C1=C=C2[C@H]3[C@@H](C=1)CCC[C@@H]23", "e_lumo_ev": [0.00, 0.00], "e_tot_ev": -10525.6097, "total_charge": 0, "orbital_gap_ev": [7.95, 7.95]}



{"formula": "C15H21N5O3S", "method": "ωB97M-V/def2-TZVPD", "species": ["C", "C", "C", "O", "C", "C", "C", "C", "N", "C", "C", "C", "C", "C", "N", "C", "N", "S", "N", "C", "H", "H", "H", "H", "H", "H", "H", "H", "H", "H", "H", "H", "H", "H", "H", "H", "H", "H", "C", "N", "O", "O", "H", "H", "H"], "xyz": [[-1.5166, 2.9851, 4.3934], [-1.0900, 1.8725, 3.4046], [-2.0254, 0.6602, 3.3866], [-2.7491, 0.4791, 2.1662], [-1.9604, 0.1709, 1.0857], [-1.4202, -1.0610, 0.8784], [-1.6414, -2.2104, 1.8161], [-1.9184, -3.5178, 1.1309], [-2.0615, -4.5666, 1.8193], [-0.6011, -1.2753, -0.2790], [-0.3441, -0.3212, -1.2048], [0.5486, -0.5914, -2.4094], [1.7749, -1.4004, -2.0692], [2.6056, -0.9991, -0.8999], [2.1632, -2.3897, -2.7709], [-0.9462, 0.9572, -1.0457], [-0.8451, 2.0116, -1.8397], [-1.7147, 3.1841, -1.1528], [-2.2340, 2.4264, 0.1526], [-1.7501, 1.1882, 0.1091], [-1.7688, 3.8853, 3.8474], [-2.3767, 2.6843, 4.9780], [-0.6769, 3.2296, 5.0332], [-0.0952, 1.5254, 3.6635], [-1.0074, 2.3274, 2.4245], [-2.7817, 0.7693, 4.1542], [-1.4604, -0.2328, 3.6395], [-2.4872, -2.0262, 2.4706], [-0.7725, -2.3243, 2.4626], [-2.0144, -3.4970, 0.0462], [-2.2713, -5.3493, 1.2000], [-0.1684, -2.2546, -0.4077], [0.9171, 0.3766, -2.7435], [-0.0265, -1.0719, -3.1929], [2.5664, 0.0675, -0.7119], [3.6223, -1.3387, -1.0285], [2.2116, -1.4733, -0.0040], [1.4924, -2.5572, -3.5213], [3.8435, 0.9050, -4.4808], [3.1674, 1.9923, -3.7192], [2.7519, 2.9474, -4.3360], [3.0761, 1.8341, -2.5186], [3.8492, 1.1746, -5.5299], [4.8517, 0.8147, -4.0889], [3.2838, -0.0106, -4.3078]], "forces_ev_per_angstrom": [[0.42, -0.27, -0.58], [-0.17, 0.28, 0.36], [0.14, 0.26, 0.08], [0.18, -0.20, -0.20], [-0.32, 0.13, 0.32], [0.03, 0.01, -0.18], [-0.02, 0.17, -0.01], [0.04, -0.02, 0.29], [-0.01, -0.19, -0.28], [-0.26, 0.33, 0.19], [0.53, -0.24, -0.91], [-0.01, 0.32, 1.05], [0.08, -0.46, -0.58], [-0.24, 0.11, 0.43], [-0.07, 0.09, -0.03], [-0.10, -0.60, 0.63], [-0.04, 0.53, -0.33], [0.26, -0.29, -0.19], [-0.29, 0.27, 0.25], [0.00, 0.17, -0.03], [-0.20, 0.21, -0.02], [-0.08, 0.02, 0.28], [-0.06, 0.09, 0.35], [0.20, -0.04, 0.04], [-0.07, -0.20, -0.28], [-0.27, 0.01, 0.03], [0.06, -0.32, -0.17], [-0.12, 0.20, 0.13], [0.11, -0.16, 0.11], [-0.07, -0.03, -0.19], [0.00, -0.08, 0.14], [0.17, -0.19, -0.04], [-0.13, 0.15, -0.29], [-0.02, -0.02, -0.29], [0.08, 0.22, -0.10], [0.24, -0.02, -0.10], [-0.05, -0.12, 0.15], [0.02, -0.11, -0.04], [-0.01, 0.01, -0.16], [0.02, -0.06, -0.10], [0.00, 0.02, 0.02], [-0.02, 0.05, 0.07], [-0.02, 0.05, 0.01], [-0.02, -0.05, 0.07], [0.05, -0.03, 0.09]], "mulliken_charge": [-1.14, -0.17, -0.40, -0.64, 0.25, 0.48, -0.76, -0.23, -0.63, -0.80, -0.43, -0.60, 0.85, -1.48, -0.87, 0.92, -0.70, 0.11, -0.59, 0.82, 0.31, 0.33, 0.29, 0.38, 0.07, 0.44, 0.13, 0.33, 0.32, 0.39, 0.27, 0.80, 0.16, 0.44, 0.29, 0.45, 0.31, 0.28, -0.67, 0.87, -0.55, -0.48, 0.31, 0.29, 0.24], "e_lumo_ev": -0.54, "e_tot_ev": -40319.9338, "total_charge": 0, "orbital_gap_ev": 8.21}



{"formula": "C10H20N4O4", "method": "ωB97M-V/def2-TZVPD", "species": ["C", "C", "C", "C", "C", "C", "C", "C", "C", "C", "H", "H", "H", "H", "H", "H", "H", "H", "H", "H", "H", "H", "H", "H", "H", "H", "H", "H", "H", "H", "N", "N", "N", "N", "O", "O", "O", "O"], "xyz": [[2.2904, -1.4053, 0.3959], [0.8547, -1.3101, 0.9906], [2.8774, -0.0472, 0.3118], [4.3593, 0.1050, -0.3061], [-1.4546, -1.8732, 0.6281], [-2.1081, -2.7381, -0.4350], [-2.0874, -0.4775, 0.9674], [-1.8081, 0.7407, 0.1425], [-2.8795, 1.7734, 0.5738], [-2.6423, 2.8441, -0.5692], [2.6038, -2.9902, -1.1076], [3.3122, -1.3607, -1.1829], [2.9860, -1.5839, 1.2307], [2.3855, 0.9091, -0.1297], [2.7519, 0.2581, 1.3442], [4.1582, 1.9224, 0.0480], [5.9609, 1.5696, -0.0275], [0.2359, -2.1739, -0.7490], [-1.5215, -2.5356, 1.6306], [-3.2068, -0.8218, 1.1074], [-1.9186, -0.2005, 2.0184], [-1.8631, 0.6071, -0.8888], [-0.8188, 1.1661, 0.1262], [-3.8536, 1.2826, 0.3695], [-2.8412, 2.0640, 1.5761], [-3.3597, 3.7182, -0.6705], [-2.9227, 2.3352, -1.6430], [-1.3545, 4.3661, -0.5773], [-0.8705, 3.3998, -1.7489], [-3.5832, -2.7559, -1.5870], [2.3884, -1.9822, -0.9687], [4.9007, 1.2463, 0.0479], [-0.0627, -1.9301, 0.1765], [-1.2223, 3.3361, -0.6645], [0.6808, -0.7093, 2.0876], [4.8277, -0.8402, -0.8602], [-2.1552, -3.8980, -0.4832], [-3.0396, -2.0106, -1.1742]], "forces_ev_per_angstrom": [[-0.71, -0.01, -0.68], [1.14, 0.55, 0.73], [0.11, 5.08, -0.76], [-2.87, -1.75, 2.66], [1.00, -1.32, 1.49], [-3.71, 3.97, 0.79], [-1.27, -2.42, 1.14], [-1.08, -0.04, 1.56], [0.58, -0.13, -4.70], [-1.67, 0.00, -2.86], [-0.02, 1.06, 0.78], [-2.49, -3.32, -0.89], [-0.32, -2.38, -0.16], [-0.41, -1.94, -0.24], [1.11, 0.55, 0.41], [0.53, 0.94, 0.64], [-3.41, -1.22, -0.31], [0.21, -0.02, -0.32], [0.09, 1.42, -2.20], [1.62, 1.20, -1.05], [0.75, -0.45, -0.27], [-1.01, -0.80, -1.93], [0.61, -0.06, 1.36], [0.36, 0.51, 0.24], [0.37, 0.81, 1.45], [0.70, -0.83, 0.96], [0.71, 0.62, 2.72], [0.54, -0.86, 0.57], [-1.29, -0.90, 3.24], [0.90, 1.49, 0.42], [2.34, 1.54, 0.19], [3.33, 2.84, -0.01], [0.32, 2.03, 3.09], [0.09, 2.03, -3.12], [-0.26, -1.92, -2.83], [2.02, -1.09, -1.27], [1.14, -3.60, -0.24], [-0.05, -1.59, -0.60]], "mulliken_charge": [0.95, 0.03, -1.35, 0.38, 0.24, 0.06, -1.05, -0.52, -0.58, -0.73, 0.20, 0.33, 0.11, 0.28, 0.54, 0.25, 0.29, 0.41, 0.31, 0.29, 0.50, 0.53, 0.39, 0.26, 0.38, 0.43, 0.25, 0.30, 0.24, 0.33, -0.71, -0.34, -0.14, -0.64, -0.68, -0.58, -0.52, -0.44], "smiles": "NCCCC[C@H](NC(=O)[C@@H](N)CC(N)=O)C(=O)O", "e_lumo_ev": 0.61, "e_tot_ev": -24841.4860, "total_charge": 0, "orbital_gap_ev": 9.60}



{"formula": "C5H11NO", "method": "ωB97M-V/def2-TZVPD", "species": ["C", "O", "C", "C", "C", "C", "N", "H", "H", "H", "H", "H", "H", "H", "H", "H", "H", "H"], "xyz": [[-1.0456, -1.3547, -0.6044], [-1.8465, -0.3891, -1.2693], [-0.8942, -0.9926, 0.9009], [-0.6665, 0.5002, 1.2065], [0.7383, 1.0292, 0.9510], [1.3056, 0.7783, -0.2673], [2.5894, 0.7299, -0.7179], [-0.0535, -1.3799, -1.0364], [-1.4773, -2.3497, -0.7343], [-2.7383, -0.5508, -0.9603], [-1.8017, -1.2715, 1.4430], [-0.0730, -1.6245, 1.3155], [-0.9628, 0.6536, 2.2542], [-1.4822, 0.9734, 0.6338], [1.2641, 1.6857, 1.6184], [0.5567, 0.8997, -1.0987], [3.3151, 0.5476, -0.0465], [2.7819, 0.4880, -1.6692]], "forces_ev_per_angstrom": [[0.06, 0.38, 1.21], [0.24, -0.24, -0.39], [0.60, -0.74, 0.11], [-0.53, 0.28, -0.04], [0.41, -0.49, -1.45], [-2.34, 1.12, -0.74], [0.50, 0.54, 0.78], [0.05, 0.23, -0.42], [0.03, -0.09, 0.16], [-0.32, 0.18, -0.07], [-0.12, -0.16, -0.12], [-0.46, 0.42, -0.18], [0.37, 0.04, -0.19], [0.49, 0.45, 0.02], [0.33, -0.59, 0.99], [0.69, -1.37, 0.48], [0.07, 0.01, -0.12], [-0.08, 0.01, -0.03]], "mulliken_charge": [-0.66, -0.50, -0.59, -0.53, -0.73, -0.02, -0.50, 0.35, 0.35, 0.32, 0.37, 0.28, 0.37, 0.25, 0.42, 0.37, 0.22, 0.22], "smiles": "N/C=C/CCCO", "e_lumo_ev": 1.03, "e_tot_ev": -8899.2337, "total_charge": 0, "orbital_gap_ev": 8.33}



Energy relative to the best compared isomer or geometry (same formula, charge and spin) list, top to bottom, in kcal/mol: 78.0; 155.4; 115.2; 56.8